Entry from the Open Molecules 2025 dataset: C34H40BKN10O2S3 as an isolated structure (ωB97M-V with the def2-TZVPD basis set).

Geometry as XYZ:
```
91
Properties=species:S:1:pos:R:3:forces:R:3
K 0.1722 -0.2481 -0.6156 1.010 0.891 0.774
C -2.8854 1.2797 -3.6687 0.011 0.014 0.053
C -2.3125 1.7071 -2.4558 0.012 -0.083 -0.106
N -1.0433 1.3454 -2.3701 -0.293 0.075 -0.195
N -0.7612 0.6877 -3.5159 0.043 0.161 -0.255
C -1.8587 0.6289 -4.3108 0.025 0.036 0.133
B 0.6009 0.0027 -3.8241 0.000 -0.096 0.104
N 1.8061 0.7859 -3.2358 0.010 0.022 -0.118
C 3.0311 0.8425 -3.8080 -0.057 0.058 0.071
C 3.8097 1.6986 -3.0620 -0.013 0.025 0.084
C 2.9535 2.1179 -2.0234 0.022 -0.128 -0.128
N 1.7607 1.5512 -2.1257 0.223 0.061 -0.041
N 0.6002 -1.4472 -3.2964 -0.114 -0.076 -0.147
C -0.2113 -2.4491 -3.6999 0.148 0.015 0.073
C 0.0212 -3.5386 -2.8982 0.055 -0.023 0.022
C 1.0013 -3.0939 -1.9939 0.029 -0.048 -0.191
N 1.3502 -1.8387 -2.2389 0.292 -0.342 -0.323
N 0.7679 0.0135 -5.3661 -0.046 -0.016 0.061
C 0.7465 1.1323 -6.1259 -0.022 -0.070 0.007
C 1.0153 0.7684 -7.4233 0.028 -0.072 -0.057
C 1.1949 -0.6282 -7.3516 -0.004 0.023 0.024
N 1.0489 -1.0761 -6.1134 0.017 0.167 -0.030
H -3.8944 1.4195 -4.0193 0.023 -0.007 0.013
H -2.7689 2.2562 -1.6444 0.024 -0.039 -0.017
H -1.8335 0.1360 -5.2695 0.039 0.027 0.017
H 3.2598 0.2803 -4.7004 -0.063 0.041 0.024
H 4.8342 1.9810 -3.2428 -0.040 -0.009 -0.002
H 3.1509 2.7983 -1.2071 -0.006 -0.019 -0.017
H -0.8842 -2.3214 -4.5310 0.016 0.027 0.027
H -0.4598 -4.5010 -2.9451 0.003 0.029 0.022
H 1.4661 -3.6339 -1.1802 -0.020 0.077 0.001
H 0.5405 2.0963 -5.6868 0.007 -0.048 0.007
H 1.0741 1.4076 -8.2890 -0.007 -0.019 0.032
H 1.4224 -1.3231 -8.1470 -0.010 0.025 0.033
C -0.8055 -2.6869 2.0305 0.025 0.034 -0.106
C -1.5903 -1.4409 1.7424 -0.081 0.005 0.020
N -1.0901 -0.3226 2.1394 0.140 0.122 -0.264
N -1.7569 0.8020 2.1789 -0.314 0.062 0.379
C -1.1706 1.9730 1.8827 0.334 0.209 -0.184
S 0.3976 2.2949 1.4064 -0.427 -0.204 0.136
S -2.2310 3.3798 2.0324 -0.068 -0.196 0.004
C -3.7843 2.6881 2.7065 0.187 -0.008 -0.020
C -3.7350 2.4658 4.1937 0.024 0.006 0.001
C -3.9107 3.5343 5.0704 0.009 -0.002 -0.007
C -3.8255 3.3512 6.4424 0.003 -0.018 -0.010
C -3.5623 2.0893 6.9606 -0.002 0.008 -0.038
C -3.3958 1.0166 6.0959 -0.018 0.039 -0.021
C -3.4836 1.2028 4.7220 -0.060 -0.073 0.040
C -2.8805 -1.5295 1.0074 -0.060 0.147 0.083
C -4.0820 -1.5612 1.7054 0.067 -0.012 0.031
C -5.2920 -1.6669 1.0358 -0.015 -0.005 -0.060
C -5.2709 -1.7282 -0.3626 0.086 0.017 -0.002
C -4.0875 -1.6803 -1.0712 -0.103 0.085 0.051
C -2.8250 -1.5552 -0.4197 0.116 -0.088 -0.152
O -1.7162 -1.4567 -1.0457 -1.199 -0.700 0.174
H -0.7584 -2.8500 3.1110 -0.029 0.007 -0.012
H 0.2197 -2.5854 1.6711 -0.011 0.009 0.035
H -1.2836 -3.5398 1.5558 0.002 0.007 0.000
H -3.9979 1.7710 2.1620 -0.085 -0.002 0.016
H -4.5293 3.4413 2.4480 -0.043 -0.023 0.006
H -4.1087 4.5228 4.6685 0.014 -0.019 0.014
H -3.9619 4.1942 7.1089 -0.001 -0.007 -0.011
H -3.4888 1.9443 8.0314 -0.006 0.001 -0.010
H -3.1939 0.0282 6.4907 -0.007 0.010 -0.010
H -3.3494 0.3661 4.0469 -0.009 0.080 0.048
H -4.0723 -1.5176 2.7924 0.014 -0.015 -0.038
H -6.2242 -1.7114 1.5849 0.017 0.014 -0.019
H -6.2094 -1.8087 -0.9026 0.019 -0.003 -0.004
H -4.0748 -1.6945 -2.1558 -0.030 -0.027 0.032
C 3.1440 1.6242 4.1482 0.042 -0.025 -0.033
C 4.2984 0.9527 3.4053 -0.118 0.014 -0.008
C 3.9482 -0.4578 2.9305 -0.015 0.052 0.034
S 2.8673 -0.3811 1.4665 0.344 -0.158 0.034
O 2.2127 -1.7236 1.3374 -0.034 0.065 -0.065
C 4.1974 -0.3059 0.2023 -0.047 -0.050 -0.012
C 4.4589 -1.6502 -0.4639 -0.003 -0.086 0.139
C 5.1915 -2.6601 0.4169 -0.066 0.075 -0.030
H 3.4022 2.6434 4.4419 0.000 -0.039 -0.012
H 2.8935 1.0646 5.0531 0.000 0.017 -0.031
H 2.2498 1.6744 3.5241 0.005 -0.013 0.017
H 5.1765 0.9033 4.0530 0.028 -0.022 -0.021
H 4.5853 1.5655 2.5429 0.033 -0.015 0.039
H 3.3647 -0.9975 3.6798 -0.007 0.017 -0.029
H 4.8282 -1.0468 2.6740 -0.020 -0.023 0.049
H 5.0906 0.0983 0.6886 -0.039 0.028 -0.031
H 3.8465 0.4140 -0.5348 0.017 -0.026 -0.027
H 5.0320 -1.4518 -1.3728 0.002 0.003 -0.008
H 3.5034 -2.0648 -0.7869 0.018 0.043 -0.047
H 6.1639 -2.2762 0.7418 -0.013 -0.013 0.010
H 5.3627 -3.5901 -0.1283 0.020 0.024 0.004
H 4.5975 -2.9026 1.2995 0.019 -0.012 -0.029
```
Positions in Å, forces in eV/Å.

Properties
Spin multiplicity ... 2
Lowest unoccupied orbital energy (spin up / spin down) ... 2.2 / 0.2 eV
Charge ... -1